Density functional theory data (the ωB97M-V functional and the def2-TZVPD basis) for a structure of composition C35H34N6O2PTi.

For the LUMO energy (alpha / beta), the calculation gives -1.938 / -2.055 eV. The expectation value of S² is 2.0044. The calculation puts the relative energy (zero: lowest compared OMol25 entry of this formula, charge and spin) at 0.00 kcal per mole. The HOMO energy (alpha / beta) is -8.6 / -10.8 eV. The calculation puts the HOMO-LUMO gap (alpha / beta) at 6.682 / 8.733 eV.

Structure (ORCA input):
```
! wB97M-V def2-TZVPD RIJCOSX def2/J DEFGRID3
* xyz 1 3
Ti 0.74864 -0.72896 0.59388
C -2.31645 -1.63972 1.40367
N -0.98359 -1.44901 2.01013
C -1.02566 -0.54255 3.17637
C -0.39644 0.81904 2.98581
C -0.73852 1.84240 3.85950
C -0.13063 3.07707 3.73440
C 0.80828 3.26265 2.72990
C 1.08507 2.19831 1.89697
N 0.50688 0.99846 2.01709
C -0.51670 -2.79049 2.41657
C 0.91133 -2.76383 2.88148
C 1.37338 -3.63419 3.85728
C 2.70221 -3.57142 4.23978
C 3.52762 -2.62804 3.64741
C 2.98880 -1.79641 2.68448
N 1.71037 -1.86215 2.29973
C -3.00687 -0.36601 0.99380
C -4.38879 -0.35471 0.83412
C -4.99474 0.80696 0.39328
C -4.20668 1.91907 0.13316
C -2.84395 1.81478 0.34095
N -2.24966 0.69933 0.76537
H -2.96592 -2.17680 2.10913
H -2.18536 -2.28987 0.53272
H -0.50264 -1.01951 4.01005
H -2.05884 -0.40076 3.50594
H -1.48265 1.66539 4.62503
H -0.38815 3.88620 4.40475
H 1.30652 4.21074 2.58826
H 1.79347 2.30238 1.08379
H -0.58956 -3.43950 1.54168
H -1.15590 -3.19989 3.20868
H 0.69525 -4.34649 4.30774
H 3.08650 -4.24191 4.99685
H 4.56755 -2.53444 3.92524
H 3.59486 -1.04607 2.19128
H -4.97112 -1.24283 1.04419
H -6.06693 0.84472 0.25094
H -4.63759 2.84446 -0.22208
H -2.19174 2.66283 0.15778
O -1.24913 -3.34121 -1.41006
C -0.25478 -2.64006 -1.37255
O 0.55286 -2.54809 -0.35296
C 0.11076 -1.69808 -2.52072
P -0.04744 0.00144 -1.81755
C 1.12263 1.03765 -2.75096
C 1.71123 0.65202 -3.95099
C 2.61232 1.49209 -4.59308
C 2.91642 2.73325 -4.05296
C 2.32120 3.13517 -2.86487
C 1.44033 2.28555 -2.21399
C -1.66939 0.53186 -2.47565
C -1.87459 1.80504 -2.99975
C -3.12951 2.18105 -3.46083
C -4.18921 1.28964 -3.40265
C -3.99062 0.01827 -2.88040
C -2.74078 -0.36037 -2.41581
H -0.51386 -1.86143 -3.39611
H 1.16087 -1.85764 -2.77269
H 1.46299 -0.30214 -4.39857
H 3.06514 1.18135 -5.52564
H 3.61042 3.38978 -4.56115
H 2.54793 4.10750 -2.44621
H 0.98253 2.59280 -1.27788
H -1.05243 2.50545 -3.07353
H -3.27192 3.16934 -3.87884
H -5.16438 1.57885 -3.77252
H -4.81068 -0.68747 -2.84170
H -2.60023 -1.36486 -2.03013
N 4.56227 -1.23124 -1.38909
C 4.80266 0.10105 -1.15840
C 3.70727 0.55780 -0.49865
N 2.80768 -0.47244 -0.31817
C 3.36023 -1.53700 -0.86630
H 5.17151 -1.87186 -1.86840
H 5.69959 0.59409 -1.48619
H 3.50905 1.55946 -0.16213
H 2.90943 -2.51588 -0.89901
*
```



Density functional theory data (the ωB97M-V functional and the def2-TZVPD basis) for a structure of composition C14H12F8N3NiS2 at a distorted geometry.

For the LUMO energy (alpha / beta), the calculation gives -3.020 / -3.913 eV. The expectation value of S² is 2.0073. The HOMO energy (alpha / beta) is -11.0 / -11.0 eV. The calculation puts the HOMO-LUMO gap (alpha / beta) at 7.933 / 7.084 eV.

Structure (ORCA input):
```
! wB97M-V def2-TZVPD RIJCOSX def2/J DEFGRID3
* xyz 1 3
Ni -0.11978 0.68722 0.27218
F -3.33455 -4.37078 1.05764
C -3.15248 -3.09717 0.71185
F -4.34761 -2.48981 0.80011
F -2.80995 -3.09650 -0.58744
C -2.11785 -2.41311 1.56652
C -1.60203 -3.02117 2.69884
C -0.63526 -2.35316 3.43842
C -0.19635 -1.11093 3.00474
N -0.69790 -0.51233 1.93268
C -1.65241 -1.13778 1.22440
S -2.20795 -0.23649 -0.14327
H -1.95709 -3.99776 2.99344
H -0.22985 -2.79908 4.32950
H 0.57001 -0.56034 3.53283
N -1.72920 2.69953 -1.53687
C -1.51255 3.97330 -0.81733
C -0.20279 3.91273 -0.03930
N -0.22605 2.79290 0.91608
H -2.66471 2.64322 -1.95230
H -1.59558 1.88474 -0.85959
H -1.01670 2.56057 -2.26712
H -2.34838 4.12986 -0.13187
H -1.47812 4.80451 -1.52221
H -0.07319 4.87125 0.47835
H 0.63323 3.76477 -0.72858
H -0.99357 2.93431 1.57575
H 0.63388 2.82062 1.46550
F 5.16620 -2.92743 -1.71310
C 4.16681 -2.05858 -1.75175
C 3.82943 -1.41434 -2.94705
F 4.51817 -1.67374 -4.04969
C 2.78951 -0.49358 -2.97856
F 2.46255 0.11794 -4.11480
C 2.06376 -0.19089 -1.81839
S 0.82118 0.99814 -1.82675
C 2.40538 -0.87100 -0.64831
F 1.66726 -0.59527 0.46884
C 3.44087 -1.78616 -0.59142
F 3.73364 -2.38820 0.55801
*
```



Density functional theory data (the ωB97M-V functional and the def2-TZVPD basis) for a cluster of 10 separate species, C11H42N8O10 in total at a distorted geometry.

As for the SMILES: NC(N)=O.NC(N)=O.NC(N)=O.NC(N)=O.CCO.CO.CO.CO.CO.CO. For the LUMO energy, the calculation gives -0.134 eV. The calculation puts the relative energy (zero: lowest compared OMol25 entry of this formula, charge and spin) at 40.57 kcal per mole. The HOMO energy is -8.7 eV. The calculation puts the HOMO-LUMO gap at 8.570 eV.

Structure (ORCA input):
```
! wB97M-V def2-TZVPD RIJCOSX def2/J DEFGRID3
* xyz 0 1
N 22.52879 11.41166 -16.93460
C 22.92072 12.66296 -16.81427
N 22.21025 13.40671 -15.98020
O 24.03691 13.21287 -17.46944
H 23.12753 10.69573 -17.48438
H 21.61164 11.11598 -16.56497
H 22.49644 14.36529 -15.90506
H 21.34245 13.08526 -15.63442
N 19.73756 12.13556 -16.10553
C 19.16184 12.81094 -15.18957
N 19.12499 12.31030 -13.95990
O 18.44172 13.96268 -15.47958
H 19.76326 12.56243 -17.04868
H 19.90980 11.07433 -15.97128
H 18.79008 13.01506 -13.26164
H 19.71936 11.59627 -13.52045
N 17.35050 15.46470 -17.50168
C 16.90645 15.05456 -18.67680
N 16.04403 15.77766 -19.30663
O 17.28003 13.84293 -19.10985
H 17.91116 14.96895 -16.72335
H 17.17975 16.39860 -17.20319
H 15.79020 15.51430 -20.37109
H 15.86921 16.74227 -19.07569
N 20.29792 16.14657 -12.67572
C 20.11844 16.26110 -13.96398
N 19.05054 16.97045 -14.24604
O 20.98829 15.77043 -14.87176
H 21.15783 15.65362 -12.36112
H 19.76405 16.56997 -11.94907
H 18.80255 17.17059 -15.24703
H 18.43255 17.32120 -13.43095
C 19.84320 18.16512 -17.21161
C 19.88795 19.55897 -16.43225
O 18.92064 19.56069 -15.41834
H 20.10780 17.31827 -16.66534
H 20.52830 18.07319 -18.07388
H 18.88990 18.13522 -17.68385
H 19.59566 20.32896 -17.17381
H 20.84694 19.83015 -16.06645
H 19.27889 19.03209 -14.71587
C 18.66953 11.00958 -20.30082
O 18.02800 9.83929 -20.01583
H 19.38759 11.29853 -19.48190
H 17.99942 11.83519 -20.34616
H 19.21076 10.91645 -21.22578
H 18.62496 9.06223 -20.11082
C 20.65830 14.96407 -18.07424
O 20.27057 13.69654 -18.69112
H 20.29053 14.89903 -17.09060
H 20.14975 15.81583 -18.58499
H 21.75164 15.07323 -18.05722
H 19.89650 13.94962 -19.48144
C 22.09845 12.28609 -20.58096
O 23.51587 12.35270 -20.38156
H 21.88579 11.61880 -21.36963
H 21.74332 13.26899 -20.86719
H 21.68025 11.83593 -19.69782
H 23.63834 12.73516 -19.53668
C 19.16462 15.43076 -21.52029
O 19.49197 14.07448 -21.28698
H 20.03327 16.10337 -21.48541
H 18.29182 15.77567 -21.00843
H 19.05859 15.41376 -22.59262
H 18.97335 13.50198 -21.83449
C 24.06614 16.32928 -15.77217
O 23.63964 15.54147 -14.69959
H 23.49367 16.10264 -16.63304
H 25.06374 16.05702 -16.00899
H 24.07450 17.44854 -15.60375
H 22.73042 15.75284 -14.50070
*
```